The following is a quantum chemistry calculation of the molecule C6H12O at a distorted geometry, from the OMol25 dataset.

Calculated values
Kohn-Sham gap (eV): 9.75
Net charge: 0
2S+1: 1
Structure (SMILES): CC[C@@H]1C[C@@]1(C)O
Calculated total energy (a.u.): -310.98730
ΔE to the lowest compared entry with this formula, charge and spin (eV): 1.9585
HOMO energy (eV): -8.793
LUMO (eV): 0.953

Each line ends with the Löwdin charge.
Geometry (Å):
C: -1.495 -0.688 -1.328  -0.112
C: -1.378 -0.589 0.177  -0.261
C: -0.652 0.712 0.473  -0.191
C: 0.381 1.417 -0.378  -0.069
C: 0.907 0.534 0.676  -0.504
C: 1.584 -0.756 0.194  -0.011
O: 1.536 1.113 1.780  0.008
H: -1.790 0.391 -1.446  0.098
H: -2.155 -1.491 -1.693  0.078
H: -0.527 -0.812 -1.832  0.063
H: -2.393 -0.583 0.593  0.109
H: -0.841 -1.376 0.715  0.099
H: -1.234 1.417 1.075  0.138
H: 0.458 2.476 -0.157  0.116
H: 0.570 1.147 -1.412  0.108
H: 2.429 -0.559 -0.483  0.093
H: 0.886 -1.381 -0.364  0.059
H: 1.977 -1.361 1.024  0.085
H: 1.739 0.390 2.389  0.095

Atoms 1-6, force components in eV/Å:
-0.03 0.49 -0.04
0.06 0.01 0.11
1.11 -0.56 1.26
0.11 0.23 -0.33
-0.81 -0.13 -0.10
-0.21 0.05 0.04